[1]
Here is 2 unconnected molecules or ions with the total composition C9H10ClPS in a non-equilibrium geometry from the OMol25 dataset. Energies are from ωB97M-V/def2-TZVPD.

```
22
Properties=species:S:1:pos:R:3
S -3.1157 1.0258 1.7655
P -1.0257 0.8452 1.2114
Cl -0.8300 2.0345 -0.3990
C -1.3376 -0.7796 0.3938
C -1.3997 -0.9807 -0.9307
C -1.2822 -2.2647 -1.3842
C -1.1423 -3.3476 -0.4887
C -1.1560 -3.0555 0.9108
C -1.3494 -1.8124 1.3191
H -3.4951 0.4015 0.6288
H -1.2198 -0.1985 -1.5943
H -1.2504 -2.4712 -2.4880
H -1.0513 -4.3360 -0.6744
H -0.9586 -3.8485 1.6468
H -1.4230 -1.5966 2.4201
C 2.1820 2.0494 0.7125
C 2.8400 2.6581 -0.0413
C 3.6709 3.2757 -1.0166
H 1.5781 1.8061 1.5339
H 3.0880 4.2461 -1.2924
H 4.1306 2.7613 -1.8598
H 4.5473 3.5875 -0.3731
```

Results
charge = 0
Kohn-Sham gap = 9.443 eV
LUMO energy = 0.0187 Ha
HOMO level = -0.328 Eh

=====

[2]
Here is a molecular structure, C36H52BN8OS3Sr from the OMol25 dataset. Energies are from ωB97M-V/def2-TZVPD.

```
102
Properties=species:S:1:pos:R:3
Sr 0.6144 -0.2781 -0.3892
C -0.4147 -3.2666 -1.7028
N 0.2438 -2.1541 -2.4040
C -0.4035 -1.9481 -3.7254
C -1.6742 -1.0865 -3.7663
N -2.6208 -1.2674 -2.6904
C -2.4164 -0.3750 -1.5791
C -3.9457 -1.7153 -2.9283
C -4.6066 -1.3832 -4.1104
C -5.8944 -1.8246 -4.3749
C -6.5503 -2.5886 -3.4188
C -5.9158 -2.9050 -2.2282
C -4.5977 -2.5007 -1.9393
S -3.8501 -2.9768 -0.4385
C 1.6646 -2.3448 -2.5775
C 2.2436 -3.6063 -2.4696
C 3.6157 -3.7899 -2.5537
C 4.4357 -2.6879 -2.7587
C 3.8699 -1.4290 -2.8876
C 2.4850 -1.2143 -2.8059
S 1.8771 0.4324 -2.9499
H -0.4777 -4.1670 -2.3286
H -1.4391 -2.9990 -1.4376
H 0.1521 -3.5177 -0.8046
H -0.6218 -2.9421 -4.1392
H 0.3205 -1.4640 -4.3807
H -2.1477 -1.3231 -4.7197
H -1.3610 -0.0352 -3.8152
H -2.0555 0.5997 -1.9407
H -1.6751 -0.8316 -0.9126
H -3.3008 -0.2454 -0.9638
H -4.1036 -0.7545 -4.8373
H -6.3797 -1.5562 -5.3061
H -7.5602 -2.9413 -3.5989
H -6.4204 -3.5048 -1.4819
H 1.6107 -4.4677 -2.3042
H 4.0341 -4.7864 -2.4704
H 5.5116 -2.8047 -2.8307
H 4.5023 -0.5651 -3.0533
C -2.7998 6.0497 -0.5716
C -3.5628 5.3972 0.5840
C -4.3429 6.4377 1.3806
C -2.6208 4.6165 1.4572
C -2.2233 4.8563 2.7907
C -1.3543 3.8316 3.0784
N -1.2370 3.0633 1.9688
N -2.0083 3.5455 0.9747
B -0.3536 1.8516 1.7409
N -0.5871 0.7046 2.7579
C -1.1055 0.6570 3.9954
C -1.2042 -0.6651 4.3656
C -0.7474 -1.3829 3.2454
N -0.3454 -0.5457 2.2940
C -0.7760 -2.8793 3.1147
C 0.2538 -3.5387 4.0344
C -0.6117 -3.3308 1.6689
N 1.1505 2.2575 1.6872
C 1.8381 3.1914 2.3652
C 3.1240 3.2369 1.8634
C 3.1433 2.2664 0.8447
N 1.9490 1.6898 0.7580
C 4.2398 1.8940 -0.1120
C 4.3664 2.9473 -1.2132
C 5.5697 1.6935 0.6113
H -3.4827 6.5793 -1.2402
H -2.2601 5.2974 -1.1452
H -2.0720 6.7688 -0.1857
H -4.2721 4.6822 0.1580
H -3.6659 7.1698 1.8303
H -4.9238 5.9758 2.1812
H -5.0300 6.9794 0.7280
H -2.5461 5.6464 3.4482
H -0.8103 3.6022 3.9806
H -0.6133 1.2890 0.7046
H -1.4066 1.5511 4.5138
H -1.6190 -1.0611 5.2778
H -1.7688 -3.1871 3.4550
H 1.2698 -3.2908 3.7156
H 0.1514 -4.6257 4.0005
H 0.1398 -3.2109 5.0689
H 0.3650 -3.0249 1.2817
H -1.4056 -2.9119 1.0449
H -0.6759 -4.4186 1.5910
H 1.3703 3.7819 3.1347
H 3.9251 3.8867 2.1741
H 3.9404 0.9588 -0.5940
H 4.6173 3.9236 -0.7886
H 3.4300 3.0314 -1.7641
H 5.1485 2.6654 -1.9215
H 5.8822 2.6137 1.1120
H 6.3521 1.4158 -0.0982
H 5.5024 0.9080 1.3672
C 4.3679 -3.2994 1.1918
S 3.8019 -1.6280 0.8806
C 3.5318 -1.0911 2.5726
O 2.4339 -1.8320 0.3158
H 5.3478 -3.2874 1.6691
H 4.4283 -3.7587 0.2056
H 3.6301 -3.8175 1.8044
H 4.4629 -1.1503 3.1375
H 2.7535 -1.7066 3.0216
H 3.1970 -0.0538 2.5093
```

Results
charge = -1
Kohn-Sham gap = 4.946 eV
LUMO energy = 0.0635 Ha
HOMO level = -0.118 Eh

=====

[3]
Here is a molecular structure, C29H31BF2I2N3O6STi in a non-equilibrium geometry from the OMol25 dataset. Energies are from ωB97M-V/def2-TZVPD.

```
76
Properties=species:S:1:pos:R:3
Ti 0.3298 0.3598 0.1561
C -0.8898 -5.4679 0.5975
C -1.1231 -4.5408 -0.5901
C 0.2207 -4.2238 -1.2605
C -1.8843 -3.2693 -0.2270
C -2.2882 -2.9792 1.0716
C -3.0531 -1.8478 1.3543
C -3.4102 -0.9548 0.3600
C -4.2726 0.2507 0.6435
C -2.9656 -1.2201 -0.9377
C -2.2442 -2.3638 -1.2268
H -0.3162 -6.3429 0.2784
H -1.8276 -5.8207 1.0367
H -0.3004 -4.9722 1.3774
H -1.7426 -5.0722 -1.3192
H 0.9138 -3.7945 -0.5306
H 0.1115 -3.5104 -2.0793
H 0.6706 -5.1405 -1.6555
H -2.0131 -3.6390 1.8860
H -3.3587 -1.6517 2.3781
H -5.2292 0.1669 0.1214
H -3.8010 1.1793 0.3105
H -4.4773 0.3453 1.7117
H -3.2216 -0.5226 -1.7286
H -1.9606 -2.5654 -2.2551
O -0.7451 0.0202 1.6609
C -1.2288 1.2428 1.8351
N -0.7726 2.1445 0.8530
S -1.7664 3.4361 0.9010
O -2.8313 3.3345 -0.0682
O -1.0256 4.6813 0.8590
C -2.3824 3.0874 2.4929
C -3.0994 3.9078 3.3418
C -3.5217 3.3832 4.5558
C -3.2372 2.0371 4.8861
C -2.5244 1.2138 4.0433
C -2.0577 1.7518 2.8240
H -3.3184 4.9336 3.0687
H -4.0754 4.0043 5.2482
H -3.5734 1.6500 5.8412
H -2.2917 0.1902 4.3091
F 1.6046 1.2803 2.7412
B 1.9968 0.6154 1.6257
F 3.2092 1.0279 1.2017
I 1.7825 -1.6766 1.7186
I 2.6201 -4.5494 2.7932
O 0.3831 -1.1680 -1.1066
C 1.5785 -1.0402 -1.6354
O 2.3921 -0.2345 -1.1950
H 1.8072 -1.6933 -2.4792
C 1.1842 6.1783 -0.9990
N 0.7656 4.9603 -1.6803
N 1.1391 3.7291 -1.1841
C 0.3242 2.7877 -1.7034
O 0.4395 1.5482 -1.4650
C -0.5832 3.4446 -2.5560
C -0.3086 4.7820 -2.4723
C -0.9818 5.9314 -3.1398
C 2.3705 3.5950 -0.4544
C 2.4048 3.8199 0.9070
C 3.6341 3.7793 1.5523
C 4.7939 3.5182 0.8379
C 4.7362 3.2822 -0.5314
C 3.5156 3.3204 -1.1819
H 2.2687 6.2266 -0.9526
H 0.7678 6.2107 0.0059
H 0.8126 7.0138 -1.5850
H -1.3744 2.9686 -3.1079
H -1.7529 5.5552 -3.8065
H -0.2702 6.5184 -3.7223
H -1.4557 6.5932 -2.4108
H 1.4845 4.0257 1.4393
H 3.6745 3.9234 2.6243
H 5.7461 3.4699 1.3526
H 5.6350 3.0409 -1.0850
H 3.4384 3.1186 -2.2433
```

Results
multiplicity = 3
charge = -1
Kohn-Sham gap (alpha / beta) = 5.410 / 5.452 eV
LUMO energy (alpha / beta) = 0.0755 / 0.0304 Ha
HOMO level (alpha / beta) = -0.123 / -0.170 Eh

=====

Sequential E output: -42139.353; -86168.779; -103602.215 eV
Sequential energy relative to the best compared isomer or geometry (same formula, charge and spin) output: 167.3; 164.8; 215.6 kJ/mol